141
Properties=species:S:1:pos:R:3:forces:R:3 method="wB97M-V/def2-TZVPD" e_tot_ev=-125108.2117 spin_multiplicity=2 fmax_ev_per_a=1.37 charge=+2 s_squared=0.7799 e_above_lowest_kcal_mol=12.0 homo_lumo_gap_ev="8.250 / 5.136"
H -3.840 -3.192 -2.617 -0.03 0.00 0.01
H 4.312 0.402 -3.088 -0.01 0.03 0.00
N -0.545 -0.247 2.485 0.10 0.02 0.37
H 4.474 -2.619 -2.046 0.00 -0.01 -0.01
C -0.829 -4.208 2.095 0.10 0.00 0.14
H 1.027 -1.196 -2.321 0.17 0.00 0.00
C 1.527 3.580 -4.368 -0.09 0.07 -0.03
C -2.520 0.128 -1.217 0.41 -0.39 -0.51
O -0.223 0.689 -3.936 -0.22 -0.04 -0.18
H 0.462 -4.932 -2.974 0.01 -0.01 0.00
C 2.806 -1.197 -0.449 -0.18 0.06 -0.09
H -4.204 -1.969 -1.427 0.06 0.09 0.04
C -0.897 5.504 1.267 -0.02 -0.04 0.03
C -4.655 0.738 -0.989 -0.07 -0.09 0.15
H -0.688 0.482 5.692 0.00 -0.01 0.02
C -3.219 -3.733 -0.621 0.04 0.08 0.10
H 0.255 -3.162 -6.935 0.02 0.00 0.00
H -3.690 1.497 2.452 -0.07 0.05 0.02
C 0.203 3.605 -3.961 0.01 0.12 0.01
C 0.282 -1.011 4.436 0.12 -0.11 -0.01
H 1.124 -6.106 -4.963 0.00 -0.01 0.01
N -0.326 -3.056 1.639 0.20 -0.09 -0.42
H -2.391 2.596 -0.765 0.04 0.12 -0.02
C -0.348 -1.927 -5.312 -0.08 0.06 0.27
H 3.779 -2.108 -3.588 -0.01 0.01 -0.01
C 3.214 1.505 2.717 0.02 -0.03 -0.04
H 3.528 3.025 -3.846 0.03 0.00 0.00
C 3.927 3.320 1.308 0.02 0.00 -0.01
C 1.823 -0.518 -2.613 0.14 0.04 0.03
H -0.585 -1.074 -5.934 0.00 0.03 0.00
H 1.948 -0.548 -3.697 0.03 0.03 0.03
H 3.542 -3.536 3.039 -0.02 -0.01 -0.01
N -1.299 -0.195 -1.818 -0.40 0.19 0.58
C 3.221 -1.999 1.565 0.00 0.07 0.16
H -1.199 3.117 -2.473 -0.19 -0.02 0.11
H 0.705 -2.912 5.356 -0.01 0.00 -0.01
H 1.387 0.555 2.162 0.23 0.13 -0.06
H 3.983 1.004 -1.450 0.36 -0.44 0.00
H 0.752 -5.288 3.077 0.02 0.01 -0.01
C -3.513 -0.236 0.837 0.05 -0.37 -0.07
H -4.513 -4.703 0.874 0.00 0.00 0.02
C -3.458 -2.706 -1.720 -0.01 0.09 0.08
H -5.359 -3.984 -0.492 -0.01 0.00 -0.01
C -0.662 3.293 0.324 -0.08 0.02 -0.19
C 0.797 2.523 -1.882 0.11 0.04 0.08
F 3.210 4.211 -5.901 0.01 0.00 0.00
H -2.256 1.883 1.496 -0.05 -0.01 0.05
H 0.832 4.286 1.513 0.03 0.01 0.00
C -2.775 2.082 2.423 0.01 0.05 0.01
N -1.060 -2.572 0.573 -0.22 -0.35 0.31
C 0.116 -3.074 -5.866 0.05 -0.17 0.06
C -0.533 -1.830 -3.904 -0.03 -0.14 -0.26
H 3.627 -1.892 3.662 0.02 0.01 0.02
H -0.492 6.315 1.856 0.01 0.00 0.01
C -2.154 5.615 0.707 -0.04 0.00 0.06
C 3.084 -0.934 -1.905 -0.01 0.00 0.04
C 2.122 2.510 -2.315 0.02 0.37 0.06
C -1.017 0.547 3.515 -0.13 -0.11 -0.20
N 0.246 -1.179 3.113 -0.24 0.07 0.00
H 0.860 -1.505 6.406 0.00 0.00 0.00
C 2.491 3.035 -3.542 0.00 -0.07 0.06
H 1.336 -3.094 3.102 -0.04 0.05 0.01
H -0.327 -4.422 4.170 -0.01 -0.01 0.00
H -0.302 3.156 3.208 0.08 0.02 -0.02
N -3.562 0.718 -1.758 -0.06 -0.23 0.21
C -4.520 -3.854 0.193 -0.05 0.02 -0.04
C -0.282 -4.991 3.243 -0.06 -0.03 -0.05
H -2.065 -5.061 -1.917 0.14 0.03 -0.11
C 3.827 -1.586 0.404 0.03 -0.11 0.03
B 0.826 -2.336 2.343 0.08 -0.04 0.02
H -0.556 4.029 -4.606 -0.01 0.00 0.00
F 5.361 1.910 4.338 -0.01 -0.01 0.01
F -2.415 7.729 1.727 0.02 0.01 0.01
C 1.909 2.108 0.777 0.03 0.05 0.04
C 1.031 -1.875 5.397 -0.05 0.05 -0.04
H -4.699 -2.950 0.778 -0.01 0.01 0.01
C -0.249 -2.927 -3.066 -0.08 -0.01 -0.01
C 2.821 3.137 0.501 -0.02 0.01 0.13
H -5.529 1.205 -1.427 -0.01 0.02 0.02
C 4.198 0.112 -2.041 0.07 -0.06 0.02
C 5.359 2.701 3.257 -0.01 -0.02 -0.02
H 3.362 0.882 3.588 -0.02 -0.01 0.02
F 1.381 5.369 -5.888 0.00 -0.01 0.00
C -2.913 1.560 4.802 0.04 -0.07 0.03
H -3.641 2.372 4.796 0.01 0.02 -0.01
F 5.448 3.969 3.674 0.00 0.02 0.00
N 1.603 -1.307 0.185 0.55 0.59 -0.25
C -1.947 3.416 -0.213 0.04 -0.07 -0.10
C -2.686 4.567 -0.036 -0.01 -0.03 -0.02
H -5.617 0.179 0.871 -0.02 0.01 -0.03
H -2.427 1.568 5.775 -0.02 0.01 0.02
C -1.012 2.952 4.003 -0.03 0.05 -0.02
C 3.566 -2.258 -2.527 0.04 0.00 0.06
H -0.449 2.740 4.911 -0.02 0.01 0.01
N -2.421 -0.235 0.083 -0.39 1.26 -0.39
H 2.102 -1.859 5.209 0.03 0.00 -0.01
P 0.387 1.873 -0.189 -0.25 0.03 0.38
C -2.958 -5.094 -1.296 -0.05 -0.01 0.06
H -3.410 -0.606 1.849 0.05 0.09 0.01
H -3.677 4.653 -0.463 -0.01 -0.01 0.01
C -1.925 1.771 3.638 0.06 -0.04 -0.07
H 2.802 -3.033 -2.426 0.00 0.01 -0.01
H -3.452 0.616 4.698 -0.02 0.01 -0.01
Ir -0.436 -0.444 0.219 -0.10 -0.71 0.37
S -1.193 -0.227 -3.434 -0.08 -0.50 -0.35
H -2.830 -5.896 -0.572 -0.02 0.00 -0.06
F -4.189 6.520 1.445 0.00 -0.01 0.00
C -4.706 0.192 0.293 -0.07 0.09 -0.25
C 3.863 -2.522 2.806 -0.02 -0.03 -0.08
H 1.046 -5.403 -6.535 0.01 0.00 -0.01
H -0.882 -5.889 3.369 0.00 0.00 0.00
C 0.426 -4.188 -5.019 -0.03 0.09 0.07
H 2.663 3.806 -0.332 0.00 0.04 0.05
H -2.549 -2.194 -1.985 0.23 0.10 -0.18
H 4.632 4.111 1.091 0.00 0.01 0.00
C -0.500 0.074 4.717 -0.03 0.06 0.05
H -0.373 -2.843 -1.993 -0.06 0.01 0.03
C -0.152 4.345 1.072 0.05 0.01 -0.11
H -2.542 -5.376 1.441 0.01 0.00 0.02
N 0.903 -5.307 -5.540 -0.04 0.01 -0.02
H 5.156 -0.280 -1.704 0.02 -0.06 0.01
O -2.492 -0.287 -4.029 -0.08 0.14 0.06
H -3.805 -5.348 -1.936 0.00 0.02 0.00
C 4.128 2.492 2.408 0.03 0.06 0.02
H 4.942 -2.525 2.674 0.00 0.01 0.01
C -2.998 6.848 0.911 0.01 0.01 -0.01
H -1.611 3.848 4.173 0.00 0.00 -0.04
C 2.107 1.315 1.900 0.05 0.01 0.04
H 2.902 2.112 -1.686 -0.44 0.23 -0.20
C -0.157 3.085 -2.731 0.12 0.04 0.15
H -3.072 3.131 2.438 0.04 0.02 -0.06
F 6.471 2.429 2.555 0.01 -0.01 -0.02
C 1.886 4.141 -5.722 -0.01 0.00 0.04
F 1.386 3.367 -6.702 -0.01 -0.03 -0.02
C -2.064 -3.499 0.381 0.10 0.26 -0.04
N 1.902 -1.823 1.409 -0.03 -0.30 -0.05
H 1.503 0.483 -2.357 0.07 -0.41 -0.06
F -3.242 7.462 -0.255 0.00 0.00 -0.01
C 0.225 -4.084 -3.604 -0.02 -0.02 -0.09
C -1.922 -4.505 1.332 -0.01 -0.12 0.02
H 4.879 -1.625 0.183 0.03 0.01 -0.01